[1]
Here is 16 unconnected molecules or ions with the total composition C22H71BBrFO20 from the OMol25 dataset. Energies are from ωB97M-V/def2-TZVPD.

## Properties
- strongest force on any atom (eV/Å) = 0.82
- HOMO-LUMO gap (eV) = 10.12
- spin multiplicity = 1

Each atom is followed by the atoms it is bonded to, with distances in Å.
Atoms and positions in Å:
1 O 1.15641 -2.51573 3.05531  C2 1.199
2 C 0.95974 -1.55611 2.36464  O1 1.199, O3 1.349, O15 1.350
3 O 1.76398 -1.14668 1.36208  C2 1.349, C4 1.453
4 C 1.54460 0.28830 1.31171  O3 1.453, C5 1.513, C9 1.519, H16 1.101
5 C 2.20107 0.98151 0.13814  C4 1.513, B6 1.587, H17 1.092, H18 1.094
6 B 3.44296 1.84126 0.62431  C5 1.587, O7 1.387, O8 1.375
7 O 4.74198 1.48171 0.29684  B6 1.387, H19 0.966
8 O 3.23584 2.95155 1.40936  B6 1.375, H20 0.973
9 C 0.03877 0.30989 1.51215  C4 1.519, Br10 1.953, C11 1.505, O15 1.426
10 Br -0.80344 -0.27618 -0.15018  C9 1.953
11 C -0.53061 1.64540 1.91026  C9 1.505, C12 1.540, H21 1.093, H22 1.093
12 C -2.01770 1.60884 2.30928  C11 1.540, C13 1.519, H23 1.093, H24 1.086
13 C -2.77030 2.80142 1.74592  C12 1.519, F14 1.406, H25 1.094, H26 1.091
14 F -2.06639 3.98928 2.01355  C13 1.406
15 O -0.08866 -0.71540 2.49469  C2 1.350, C9 1.426
16 H 1.91573 0.65273 2.28266  C4 1.101
17 H 1.47515 1.60106 -0.39253  C5 1.092
18 H 2.53405 0.20575 -0.55714  C5 1.094
19 H 4.78792 0.51874 0.23767  O7 0.966
20 H 3.46789 2.70311 2.32147  O8 0.973
21 H 0.05862 2.07162 2.72581  C11 1.093
22 H -0.38932 2.30726 1.05159  C11 1.093
23 H -2.46866 0.71174 1.87803  C12 1.093
24 H -2.12059 1.56506 3.38965  C12 1.086
25 H -2.85795 2.70002 0.65975  C13 1.094
26 H -3.75703 2.86167 2.20839  C13 1.091
27 C -0.28227 3.27077 -2.67492  O28 1.421, H29 1.088, H30 1.094, H31 1.094
28 O 0.48770 2.11119 -2.38858  C27 1.421, H32 0.968
29 H -0.80190 3.55299 -1.76121  C27 1.088
30 H 0.34879 4.10908 -2.98539  C27 1.094
31 H -1.02555 3.07684 -3.45352  C27 1.094
32 H 0.95509 1.85692 -3.19774  O28 0.968
33 C 6.33770 3.25885 3.70202  O34 1.426, H35 1.087, H36 1.092, H37 1.093
34 O 5.34703 2.35440 3.21815  C33 1.426, H38 0.965
35 H 6.14073 3.41999 4.75838  C33 1.087
36 H 7.34005 2.84101 3.58850  C33 1.092
37 H 6.28625 4.21764 3.18073  C33 1.093
38 H 5.52467 2.20787 2.28118  O34 0.965
39 C -1.07247 7.24000 1.87153  O40 1.419, H41 1.088, H42 1.094, H43 1.094
40 O -2.15281 6.79676 1.06472  C39 1.419, H44 0.961
41 H -0.48478 7.93099 1.27156  C39 1.088
42 H -1.42296 7.76548 2.76483  C39 1.094
43 H -0.43248 6.40668 2.17576  C39 1.094
44 H -2.66369 6.16662 1.57950  O40 0.961
45 C -3.77114 -0.43012 5.37089  O46 1.427, H47 1.085, H48 1.092, H49 1.095
46 O -2.61818 0.39261 5.20026  C45 1.427, H50 0.961
47 H -4.15309 -0.65547 4.38097  C45 1.085
48 H -3.50569 -1.36879 5.86237  C45 1.092
49 H -4.54697 0.07651 5.95431  C45 1.095
50 H -2.24854 0.58121 6.06651  O46 0.961
51 C 3.45216 1.34798 -3.80948  O52 1.437, H53 1.087, H54 1.091, H55 1.092
52 O 2.20443 1.52722 -4.50017  C51 1.437, H56 0.962
53 H 3.35030 0.47661 -3.16715  C51 1.087
54 H 4.26260 1.17680 -4.51997  C51 1.091
55 H 3.67186 2.22840 -3.20221  C51 1.092
56 H 2.29650 2.29859 -5.06806  O52 0.962
57 C 1.98594 -1.86289 -4.43209  O58 1.424, H59 1.087, H60 1.094, H61 1.091
58 O 2.26289 -1.93986 -3.03691  C57 1.424, H62 0.961
59 H 1.52121 -0.89564 -4.60245  C57 1.087
60 H 2.90531 -1.91961 -5.02196  C57 1.094
61 H 1.30164 -2.65148 -4.74982  C57 1.091
62 H 2.67294 -2.78479 -2.83322  O58 0.961
63 C -0.03293 1.26381 -7.44694  O64 1.424, H65 1.087, H66 1.093, H67 1.095
64 O 1.16043 0.49055 -7.51592  C63 1.424, H68 0.963
65 H -0.46029 1.30526 -8.44600  C63 1.087
66 H -0.75207 0.80447 -6.76434  C63 1.093
67 H 0.17792 2.28600 -7.11537  C63 1.095
68 H 1.52250 0.43628 -6.62571  O64 0.963
69 C 7.96082 1.26006 -1.10310  O70 1.424, H71 1.087, H72 1.093, H73 1.093
70 O 7.74997 0.27796 -0.09413  C69 1.424, H74 0.960
71 H 8.95037 1.08641 -1.51736  C69 1.087
72 H 7.22055 1.17393 -1.90277  C69 1.093
73 H 7.92158 2.26865 -0.68458  C69 1.093
74 H 6.87742 0.43286 0.27521  O70 0.960
75 C -4.72767 -2.62640 1.59097  O76 1.422, H77 1.088, H78 1.093, H79 1.093
76 O -4.50609 -2.60928 2.99561  C75 1.422, H80 0.963
77 H -5.35439 -1.76951 1.35331  C75 1.088
78 H -3.78917 -2.54114 1.03662  C75 1.093
79 H -5.24291 -3.53854 1.27869  C75 1.093
80 H -3.95906 -3.37419 3.20419  O76 0.963
81 C -4.82874 -6.59302 3.29256  O82 1.426, H83 1.087, H84 1.092, H85 1.093
82 O -3.68718 -5.74616 3.18403  C81 1.426, H86 0.962
83 H -5.17398 -6.79258 2.28166  C81 1.087
84 H -4.57583 -7.54185 3.77113  C81 1.092
85 H -5.63463 -6.11032 3.85072  C81 1.093
86 H -3.36327 -5.57250 4.07254  O82 0.962
87 C -2.32032 -1.90679 -5.24871  O88 1.426, H89 1.087, H90 1.093, H91 1.093
88 O -1.02673 -1.31297 -5.33496  C87 1.426, H92 0.961
89 H -2.73238 -1.92106 -6.25413  C87 1.087
90 H -2.25889 -2.93330 -4.87846  C87 1.093
91 H -2.98515 -1.32962 -4.60078  C87 1.093
92 H -0.65733 -1.28134 -4.44820  O88 0.961
93 C -4.89929 3.50688 5.17325  O94 1.424, H95 1.088, H96 1.093, H97 1.094
94 O -5.93500 3.07380 4.29647  C93 1.424, H98 0.960
95 H -4.27191 4.19279 4.60874  C93 1.088
96 H -5.30154 4.03381 6.04246  C93 1.093
97 H -4.28579 2.66424 5.50418  C93 1.094
98 H -6.49876 2.46209 4.77566  O94 0.960
99 C -0.46062 -5.02952 5.48263  O100 1.417, H101 1.089, H102 1.095, H103 1.094
100 O -0.45940 -3.62560 5.28871  C99 1.417, H104 0.966
101 H -1.11054 -5.24185 6.32975  C99 1.089
102 H -0.84727 -5.56001 4.60606  C99 1.095
103 H 0.53971 -5.40854 5.71245  C99 1.094
104 H 0.11609 -3.42734 4.53872  O100 0.966
105 C 1.24967 -4.14453 -0.11118  O106 1.426, H107 1.088, H108 1.094, H109 1.088
106 O 2.46547 -4.88467 -0.02956  C105 1.426, H110 0.961
107 H 0.86445 -4.26912 -1.12082  C105 1.088
108 H 0.50754 -4.51970 0.59905  C105 1.094
109 H 1.42343 -3.08593 0.07102  C105 1.088
110 H 2.81434 -4.77442 0.85890  O106 0.961
111 C -1.37948 -2.88612 -8.51075  O112 1.427, H113 1.087, H114 1.093, H115 1.093
112 O -2.73268 -3.30496 -8.68411  C111 1.427, H116 0.960
113 H -0.94792 -3.50454 -7.72853  C111 1.087
114 H -0.80083 -3.01666 -9.42847  C111 1.093
115 H -1.32480 -1.84069 -8.19767  C111 1.093
116 H -3.12479 -2.76420 -9.37350  O112 0.960



[2]
Here is 15 unconnected molecules or ions with the total composition C22H74O15 in a non-equilibrium geometry from the OMol25 dataset. Energies are from ωB97M-V/def2-TZVPD.

## Properties
- strongest force on any atom (eV/Å) = 4.14
- HOMO-LUMO gap (eV) = 9.52
- energy relative to the best compared isomer or geometry (same formula, charge and spin) (kcal/mol) = 122.5
- spin multiplicity = 1

Each atom is followed by the atoms it is bonded to, with distances in Å.
Atoms and positions in Å:
1 C -7.14561 9.51972 -22.51184  C2 1.549, H4 1.120, H5 1.117, H6 1.087
2 C -7.11587 10.71388 -21.52562  C1 1.549, O3 1.393, H7 1.075, H8 1.078
3 O -8.13104 10.53204 -20.58984  C2 1.393, H9 0.983
4 H -6.39644 9.72969 -23.31705  C1 1.120
5 H -8.19080 9.49092 -22.90408  C1 1.117
6 H -6.91013 8.60097 -21.98096  C1 1.087
7 H -7.23377 11.67711 -21.98904  C2 1.075
8 H -6.15578 10.73254 -21.03563  C2 1.078
9 H -7.68848 10.68469 -19.72521  O3 0.983
10 C -9.11117 5.79308 -20.54933  C11 1.572, H13 1.099, H14 1.095, H15 1.113
11 C -9.30010 7.32958 -20.82073  C10 1.572, O12 1.370, H16 1.092, H17 1.117
12 O -9.69548 7.39288 -22.13071  C11 1.370, H18 0.953
13 H -8.49357 5.58485 -19.66401  C10 1.099
14 H -8.70943 5.34148 -21.46295  C10 1.095
15 H -10.06841 5.30248 -20.26153  C10 1.113
16 H -8.39143 7.91923 -20.68230  C11 1.092
17 H -10.12661 7.87103 -20.30041  C11 1.117
18 H -10.00513 8.28721 -22.24313  O12 0.953
19 C -12.76587 7.16478 -21.79259  C20 1.567, H22 1.129, H23 1.027, H24 1.090
20 C -14.32670 7.20230 -21.65609  C19 1.567, O21 1.430, H25 1.036, H26 1.170
21 O -14.91086 8.30232 -22.35954  C20 1.430, H27 0.975
22 H -12.31338 8.11106 -21.37515  C19 1.129
23 H -12.44603 7.03235 -22.75899  C19 1.027
24 H -12.25124 6.31930 -21.33536  C19 1.090
25 H -14.56752 7.14534 -20.64957  C20 1.036
26 H -14.86728 6.24707 -22.06103  C20 1.170
27 H -15.25843 8.03553 -23.23029  O21 0.975
28 C -7.03048 3.13377 -20.69223  C29 1.538, H31 1.076, H32 1.109, H33 1.099
29 C -5.58025 2.65075 -20.86500  C28 1.538, O30 1.377, H34 1.104, H35 1.086
30 O -4.76826 3.64835 -21.35661  C29 1.377, H36 0.995
31 H -7.56178 3.44451 -21.57451  C28 1.076
32 H -7.06911 3.98994 -19.98918  C28 1.109
33 H -7.62952 2.29147 -20.31748  C28 1.099
34 H -5.61498 1.88818 -21.66303  C29 1.104
35 H -5.18213 2.19894 -19.96141  C29 1.086
36 H -5.22788 3.94721 -22.18726  O30 0.995
37 C -8.73453 8.29168 -25.65880  C38 1.539, H40 1.088, H41 1.095, H42 1.103
38 C -7.63536 9.09191 -26.38016  C37 1.539, O39 1.395, H43 1.104, H44 1.055
39 O -7.14726 8.44344 -27.51481  C38 1.395, H45 0.977
40 H -9.59805 8.08449 -26.28705  C37 1.088
41 H -9.09602 8.63525 -24.68342  C37 1.095
42 H -8.28181 7.29927 -25.49684  C37 1.103
43 H -6.79794 9.17740 -25.66559  C38 1.104
44 H -7.97901 10.07457 -26.54894  C38 1.055
45 H -6.19210 8.25221 -27.43941  O39 0.977
46 C -12.81965 10.62818 -19.63427  C47 1.502, H49 1.096, H50 1.085, H51 1.092
47 C -11.34580 10.34532 -19.68978  C46 1.502, O48 1.440, H52 1.118, H53 1.144
48 O -10.89282 10.27409 -21.05529  C47 1.440, H54 0.974
49 H -13.43209 9.96401 -20.25430  C46 1.096
50 H -13.06240 11.66822 -19.82448  C46 1.085
51 H -13.12696 10.49942 -18.59420  C46 1.092
52 H -11.00796 9.40930 -19.17989  C47 1.118
53 H -10.82260 11.23768 -19.20031  C47 1.144
54 H -9.96294 10.56159 -21.08836  O48 0.974
55 C -12.75013 6.12624 -18.68502  C56 1.502, H58 1.104, H59 1.125, H60 1.130
56 C -13.53501 7.16451 -17.93622  C55 1.502, O57 1.438, H61 1.106, H62 1.034
57 O -12.63165 7.88692 -17.08213  C56 1.438, H63 0.986
58 H -13.46190 5.64687 -19.37923  C55 1.104
59 H -12.45744 5.29999 -17.98056  C55 1.125
60 H -11.78214 6.44455 -19.17380  C55 1.130
61 H -14.22625 6.62600 -17.26151  C56 1.106
62 H -14.05814 7.77275 -18.58864  C56 1.034
63 H -13.13351 8.27572 -16.32816  O57 0.986
64 C -10.51696 4.49048 -23.71808  O65 1.381, H66 1.104, H67 1.082, H68 1.084
65 O -9.66656 5.46502 -24.20226  C64 1.381, H69 0.976
66 H -10.08268 4.04761 -22.80515  C64 1.104
67 H -10.66897 3.74771 -24.49053  C64 1.082
68 H -11.46320 4.97349 -23.50273  C64 1.084
69 H -9.60751 6.15551 -23.51495  O65 0.976
70 C -6.70762 6.19024 -23.15374  O71 1.424, H72 1.116, H73 1.117, H74 1.073
71 O -5.35565 5.74502 -23.20422  C70 1.424, H75 0.964
72 H -6.81926 6.47206 -22.07975  C70 1.116
73 H -7.49414 5.48156 -23.50874  C70 1.117
74 H -6.79817 7.11633 -23.68799  C70 1.073
75 H -4.77802 6.45556 -22.90430  O71 0.964
76 C -9.68919 11.31786 -24.06631  O77 1.428, H78 1.113, H79 1.092, H80 1.072
77 O -10.44939 11.92213 -25.11317  C76 1.428, H81 0.972
78 H -10.17524 10.40628 -23.65080  C76 1.113
79 H -9.62999 12.09517 -23.30098  C76 1.092
80 H -8.69404 11.10654 -24.40327  C76 1.072
81 H -10.29588 12.88155 -25.07942  O77 0.972
82 C -6.06937 3.43207 -17.52794  O83 1.343, H84 1.100, H85 1.110, H86 1.049
83 O -7.40296 3.29185 -17.60848  C82 1.343, H87 0.952
84 H -5.84810 3.54974 -16.45715  C82 1.100
85 H -5.59607 4.34460 -17.94710  C82 1.110
86 H -5.55396 2.61703 -17.94121  C82 1.049
87 H -7.83588 4.13335 -17.50094  O83 0.952
88 C -9.64926 6.48656 -17.50730  O89 1.368, H90 1.058, H91 1.087, H92 1.076
89 O -8.31545 6.18883 -17.43582  C88 1.368, H93 0.985
90 H -10.15688 5.61809 -17.83496  C88 1.058
91 H -9.76935 7.35766 -18.14695  C88 1.087
92 H -9.95261 6.75930 -16.51191  C88 1.076
93 H -7.87969 7.06985 -17.37325  O89 0.985
94 C -10.26695 2.49152 -18.59958  O95 1.370, H96 1.025, H97 1.112, H98 1.068
95 O -10.51652 3.01017 -17.35592  C94 1.370, H99 0.981
96 H -9.52353 1.80355 -18.44109  C94 1.025
97 H -9.85473 3.33970 -19.18850  C94 1.112
98 H -11.03993 2.09027 -19.21804  C94 1.068
99 H -9.75955 2.90982 -16.74031  O95 0.981
100 C -12.56813 3.54466 -20.95689  O101 1.452, H102 1.081, H103 1.069, H104 1.076
101 O -12.52286 2.36929 -21.80821  C100 1.452, H105 0.982
102 H -13.15345 3.36067 -20.06662  C100 1.081
103 H -13.00170 4.40702 -21.41698  C100 1.069
104 H -11.58602 3.93347 -20.75140  C100 1.076
105 H -11.59753 2.04107 -21.77539  O101 0.982
106 C -5.75381 6.60622 -19.67044  O107 1.428, H108 1.092, H109 1.057, H110 1.102
107 O -4.54478 7.36263 -19.58919  C106 1.428, H111 0.944
108 H -5.56938 5.79829 -20.38164  C106 1.092
109 H -6.56415 7.23858 -19.91559  C106 1.057
110 H -5.86108 6.12202 -18.68622  C106 1.102
111 H -4.21877 7.48557 -20.46606  O107 0.944



Number 1: HOMO -9.97 eV. Number 2: HOMO -9.62 eV.